No. 1
This record from OMol25 describes one molecule with the formula C2H6O2. The level of theory is ωB97M-V/def2-TZVPD.

```
! RIJCOSX wB97M-V def2-TZVPD def2/J DEFGRID3
* xyz 0 1
O 1.47718 -0.49318 -0.17973
H 1.16595 1.50271 0.17223
H 0.45409 0.46866 1.40017
C -0.71803 0.56350 -0.31583
H -1.73017 -0.51577 0.93621
H 0.91283 -1.28517 0.00523
H -0.60632 0.61815 -1.40330
H -1.24712 1.50367 0.03154
C 0.67871 0.54695 0.30192
O -1.31635 -0.62619 0.04741
*
```

- SMILES = OCCO
- energy relative to the best compared isomer or geometry (same formula, charge and spin) (kcal per mole) = 17.2
- energy (Ha) = -230.25320
- orbital gap (eV) = 10.7654


No. 2
This record from OMol25 describes C3H6N3P as an isolated structure. The level of theory is ωB97M-V/def2-TZVPD.

```
! RIJCOSX wB97M-V def2-TZVPD def2/J DEFGRID3
* xyz 0 1
H 0.41556 1.41075 2.74693
C 1.22686 -0.29615 1.70886
C 0.27355 0.77958 1.94868
N 0.04191 -0.26239 -0.18532
H 1.97552 -0.58445 2.36569
C 1.04198 -0.79098 0.44067
H -2.19023 1.11155 -1.20597
H -0.31449 -1.12473 -2.17709
N -0.55159 1.03758 0.99303
P -1.24216 -0.90193 -1.17719
H -1.87958 0.55613 -2.77685
H 1.42464 -1.61965 -0.10351
N -1.60490 0.59594 -1.82129
*
```

- energy relative to the best compared isomer or geometry (same formula, charge and spin) (kcal per mole) = 67.9
- energy (Ha) = -623.43067
- orbital gap (eV) = 8.9157


No. 3
This record from OMol25 describes a 2-piece molecular cluster, C8H13N2O overall. The level of theory is ωB97M-V/def2-TZVPD.

```
! RIJCOSX wB97M-V def2-TZVPD def2/J DEFGRID3
* xyz 1 1
C -3.24884 0.19246 1.35776
H -1.88922 0.58615 -1.78597
H -2.59565 -1.16052 -0.19132
H -2.42541 1.85112 -0.53026
H -2.68356 1.08826 1.69477
H 2.42206 -0.30553 1.86816
C 4.20373 -0.36767 0.62433
O 2.29112 -0.24969 -1.55464
H 4.68646 -0.67992 1.49677
H -3.52953 0.74779 -1.37360
N -2.40875 -0.16823 0.19484
H -0.83276 0.15356 1.66161
C 2.71061 -0.18629 0.83573
C -2.52567 0.80295 -0.92930
C -0.48620 -0.19822 0.75498
H -4.27581 0.27566 0.98189
H -3.16648 -0.57594 2.07858
C 1.17187 -0.40042 -2.24096
C 1.87931 -0.25840 -0.18930
N 0.10652 -0.39827 -1.57134
H 1.22054 -0.35284 -3.27100
H 4.46390 -0.79160 -0.30372
C 0.42549 -0.28090 -0.26350
H 4.48626 0.67650 0.65551
*
```

- energy relative to the best compared isomer or geometry (same formula, charge and spin) (kcal per mole) = 99.3
- energy (Ha) = -496.99266
- orbital gap (eV) = 8.4466


No. 4
This record from OMol25 describes a 2-piece molecular cluster, C4H2N4 overall. The level of theory is ωB97M-V/def2-TZVPD.

```
! RIJCOSX wB97M-V def2-TZVPD def2/J DEFGRID3
* xyz 0 1
N 0.37570 1.79407 0.99702
C -1.46381 0.32715 -0.07481
C -0.41181 1.11226 0.52469
N -2.47946 0.77075 -0.67713
H -2.53526 1.78080 -0.76031
H 3.25690 -1.74134 0.31785
N -1.03432 -2.19340 0.23696
C -1.26149 -1.08208 0.09380
N 2.95212 -0.88540 -0.09689
C 2.60143 0.11719 -0.56117
*
```

- energy relative to the best compared isomer or geometry (same formula, charge and spin) (kcal per mole) = 55.7
- energy (Ha) = -372.54314
- orbital gap (eV) = 10.3199


No. 5
This record from OMol25 describes one molecule with the formula C7H10. The level of theory is ωB97M-V/def2-TZVPD.

```
! RIJCOSX wB97M-V def2-TZVPD def2/J DEFGRID3
* xyz 0 1
H 0.42550 -1.60210 -1.46769
H -2.66778 0.54733 0.59953
C -1.80428 0.54585 -0.06785
H 2.14356 0.07962 -1.34929
C 1.19877 0.42393 -0.90493
H 0.81802 0.23885 2.49082
H -1.15930 1.38978 0.19002
H 2.02541 1.74356 0.78208
C -1.05546 -0.76173 -0.09269
H 0.81297 1.22713 -1.53861
H -2.16437 0.70788 -1.08971
C 0.17846 -1.06808 0.71287
C 1.42861 0.87266 0.52593
H 0.64966 -2.02639 0.71775
C 0.27219 -0.76952 -0.77917
H -1.69099 -1.61770 -0.30376
C 0.84366 0.07474 1.41117
*
```

- SMILES = C[C@@H]1[C@@H]2C=CC[C@H]12
- energy relative to the best compared isomer or geometry (same formula, charge and spin) (kcal per mole) = 40.9
- energy (Ha) = -272.65277
- orbital gap (eV) = 10.1961


No. 6
This record from OMol25 describes a 2-piece molecular cluster, C4H10N2O3S overall. The level of theory is ωB97M-V/def2-TZVPD.

```
! RIJCOSX wB97M-V def2-TZVPD def2/J DEFGRID3
* xyz 0 3
N -0.24014 -0.54778 -2.58283
O -0.74788 -1.51937 -1.67827
C -0.07761 0.74117 -2.21237
H -0.26725 2.17630 -3.85320
H 1.13001 1.03047 -3.89583
N -2.18338 -0.69392 0.54192
H 3.58028 -1.99857 0.39228
H -1.89485 -2.83342 0.53587
H 0.53545 -1.01337 -3.18129
S -0.76090 -1.11669 0.19068
O -0.40466 1.14527 -1.11156
H -2.26404 0.29610 0.40693
H 2.60124 0.90624 1.24849
C 0.47670 1.72194 -3.30839
H 3.08361 -0.44400 -0.42382
C 2.88124 -0.16906 1.52562
H 2.91796 -0.47031 2.56411
C 3.20811 -0.93378 0.46853
O -0.89388 -2.71295 0.58399
H 0.98616 2.43118 -2.75849
*
```

- energy relative to the best compared isomer or geometry (same formula, charge and spin) (kcal per mole) = 57.2
- energy (Ha) = -891.50221
- orbital gap (spin up / spin down) (eV) = 6.3512 / 6.9202


- Among the records above, which one has the lowest energy relative to the best compared isomer or geometry (same formula, charge and spin)?
  C2H6O2


- Among the records above, which one has the lowest energy relative to the best compared isomer or geometry (same formula, charge and spin)?
  C2H6O2


- Which value of energy relative to the best compared isomer or geometry (same formula, charge and spin) does entry 6 give?
  57.2 kcal per mole